Entry 1:
{
  "formula": "C18H41OP3STi",
  "method": "the ωB97M-V functional and the def2-TZVPD basis",
  "s_squared": 1.21,
  "de_lowest_kj_mol": 278.4,
  "total_charge": 3,
  "multiplicity": 2,
  "gap_ev": [6.67, 4.84],
  "e_homo_ev": [-15.707, -14.362],
  "species": ["Ti", "P", "P", "P", "H", "C", "C", "H", "C", "C", "C", "C", "C", "C", "C", "C", "C", "H", "H", "H", "H", "H", "H", "H", "H", "H", "H", "H", "H", "H", "H", "H", "H", "H", "H", "H", "H", "H", "H", "H", "H", "H", "H", "H", "H", "H", "C", "C", "C", "C", "C", "C", "S", "H", "H", "H", "H", "H", "H", "C", "O", "H", "H", "H", "H"],
  "coordinates": [[-0.73729, 0.75771, -1.33309], [-2.57945, -0.67597, -0.01157], [-0.20803, 1.98142, 0.95729], [3.54732, -2.49679, 1.56288], [1.32313, -2.14138, -2.94771], [1.41245, -2.41071, -1.90009], [0.40501, -1.99518, -0.89276], [-0.59534, -1.71098, -1.27600], [-4.28431, -0.16753, -0.44279], [-2.64795, -0.65187, 1.83311], [-2.88049, -2.43720, -0.36242], [1.02940, 3.32959, 0.96855], [-1.56123, 2.86064, 1.81637], [0.42427, 1.01539, 2.35346], [4.94917, -3.58076, 1.23803], [2.40592, -3.11435, 2.79841], [4.14508, -0.81340, 1.86049], [1.95009, -3.36406, -1.81078], [0.38158, -2.56599, 0.02340], [-4.38978, -0.21532, -1.53204], [-4.54234, 0.83786, -0.10014], [-4.96952, -0.89821, 0.00418], [-2.61467, 0.35784, 2.26078], [-1.80992, -1.23025, 2.24066], [-3.58698, -1.12983, 2.14015], [-3.04940, -2.59426, -1.43172], [-3.76470, -2.77613, 0.19635], [-2.02283, -3.04189, -0.06533], [1.06519, 3.77391, 1.96926], [0.75052, 4.10568, 0.25086], [2.02275, 2.95592, 0.70701], [-1.15979, 3.27395, 2.75211], [-2.41010, 2.21497, 2.05878], [-1.92624, 3.69525, 1.20511], [0.80659, 1.76383, 3.07646], [1.24290, 0.34396, 2.04280], [-0.36450, 0.41496, 2.83376], [5.85820, -3.24233, 1.76487], [5.11598, -3.54401, 0.14834], [4.70083, -4.61173, 1.53040], [2.93747, -3.86888, 3.39006], [1.53655, -3.56940, 2.30480], [2.07382, -2.28206, 3.43107], [5.15766, -0.93847, 2.24572], [3.51209, -0.30019, 2.58136], [4.16725, -0.24597, 0.92680], [1.21067, 0.27459, -2.11642], [1.47104, 1.64328, -1.83337], [0.72354, 2.66792, -2.45997], [-0.41438, 2.32248, -3.19742], [-0.64831, 0.97395, -3.54508], [0.23258, -0.04283, -3.09595], [2.03931, -0.93831, -0.95328], [2.79451, -2.37134, 0.35382], [2.34902, 1.83759, -1.19350], [1.02724, 3.71091, -2.33443], [-1.09730, 3.10564, -3.51860], [-1.52707, 0.71453, -4.10863], [0.00923, -1.04785, -3.41520], [-3.45387, 2.62545, -2.26185], [-2.30064, 2.26824, -1.41428], [-4.18073, 1.79907, -2.20932], [-3.11760, 2.80766, -3.29979], [-3.93877, 3.53193, -1.85405], [-1.99485, 3.04929, -0.90992]],
  "atomic_forces_ev_per_a": [[-1.17, 2.08, 1.91], [-1.13, 0.01, 0.19], [-0.05, 0.07, 0.26], [0.21, 0.25, -0.46], [-0.16, -0.12, 0.27], [0.99, -0.50, 0.30], [-0.23, -1.39, -0.45], [0.90, 0.32, 0.41], [-0.02, 0.31, -0.09], [0.08, -0.15, -0.11], [0.40, -0.42, 0.16], [0.00, 0.04, -0.23], [-0.20, 0.19, 0.01], [0.32, -0.21, 0.67], [-0.10, -0.16, -0.33], [-0.03, 0.05, 0.13], [-0.11, -0.45, 0.02], [-0.05, 0.47, 0.37], [0.00, -0.05, 0.10], [-0.09, -0.03, 0.19], [0.06, -0.14, -0.02], [0.07, 0.28, -0.08], [-0.05, -0.41, -0.26], [-0.19, 0.07, -0.02], [0.22, 0.08, -0.02], [-0.04, 0.07, 0.10], [0.30, 0.05, -0.18], [-0.11, -0.19, 0.03], [0.03, -0.06, -0.18], [0.09, -0.04, 0.08], [-0.09, 0.09, 0.07], [-0.16, -0.03, -0.22], [0.18, 0.22, -0.14], [0.02, -0.07, 0.18], [-0.11, -0.64, -0.13], [-0.24, 0.27, 0.12], [0.35, 0.26, -0.19], [-0.46, -0.12, -0.15], [0.19, -0.12, 0.41], [0.13, 0.29, -0.12], [-0.27, 0.16, 0.07], [0.29, 0.00, 0.21], [0.06, -0.30, -0.02], [-0.01, 0.35, 0.09], [0.08, 0.03, 0.08], [0.15, -0.11, 0.09], [2.48, 1.16, 0.33], [0.86, -0.65, -0.46], [0.63, -0.34, 1.15], [0.13, -1.18, -1.39], [0.05, 1.53, -0.20], [-0.60, -1.63, 0.17], [-3.05, 1.62, -3.33], [0.61, -0.72, 0.96], [-0.76, 0.28, -0.28], [-0.29, -0.40, 0.19], [0.24, -0.25, -0.05], [0.05, -0.11, -0.41], [0.13, 0.12, -0.24], [-0.18, 0.14, 0.11], [-0.41, 0.78, 0.61], [0.52, 0.41, -0.16], [-0.25, -0.16, 0.58], [0.36, -0.46, -0.24], [-0.57, -0.49, -0.46]]
}

Entry 2:
{
  "formula": "C18H42CaFN6O6",
  "method": "the ωB97M-V functional and the def2-TZVPD basis",
  "de_lowest_kj_mol": 21.7,
  "total_charge": 1,
  "multiplicity": 1,
  "gap_ev": 9.35,
  "e_homo_ev": -11.151,
  "species": ["Ca", "F", "C", "C", "O", "N", "C", "H", "H", "H", "H", "H", "H", "H", "C", "C", "O", "N", "C", "H", "H", "H", "H", "H", "H", "H", "C", "C", "O", "N", "C", "H", "H", "H", "H", "H", "H", "H", "C", "C", "O", "N", "C", "H", "H", "H", "H", "H", "H", "H", "C", "C", "O", "N", "C", "H", "H", "H", "H", "H", "H", "H", "C", "C", "O", "N", "C", "H", "H", "H", "H", "H", "H", "H"],
  "coordinates": [[0.76470, -1.06352, 0.41437], [-0.61692, 0.44963, -0.45525], [1.94671, 2.49786, 0.16353], [2.75845, 1.61009, 1.04507], [2.38635, 0.47055, 1.35001], [3.90224, 2.11607, 1.51329], [4.84996, 1.33415, 2.28304], [2.05975, 2.25554, -0.89338], [2.21035, 3.55382, 0.27031], [0.88448, 2.40683, 0.39148], [4.09698, 3.09454, 1.40013], [4.47142, 1.10614, 3.27875], [5.74939, 1.93622, 2.40816], [5.13844, 0.41720, 1.77609], [-1.11480, 0.56485, 3.19020], [0.06831, -0.28063, 3.56840], [0.37162, -1.27292, 2.89753], [0.76979, 0.08431, 4.65335], [2.08157, -0.44363, 4.97281], [-1.15688, 0.64728, 2.10395], [-1.12102, 1.54515, 3.66209], [-2.00793, 0.02587, 3.51909], [0.51463, 0.94406, 5.10806], [2.14304, -1.49806, 4.73335], [2.25794, -0.31114, 6.03934], [2.84722, 0.12257, 4.44038], [-3.68467, -1.33650, 0.67827], [-2.52673, -2.30502, 0.61130], [-1.38559, -1.91936, 0.79199], [-2.81321, -3.57573, 0.24002], [-1.91313, -4.68211, 0.53538], [-3.49786, -0.67276, 1.52140], [-4.65374, -1.81821, 0.78033], [-3.66383, -0.70155, -0.20877], [-3.79594, -3.78378, 0.17441], [-1.87155, -5.38981, -0.28961], [-2.20724, -5.23492, 1.43258], [-0.92492, -4.28456, 0.74601], [-1.04533, -3.48196, -3.24086], [-0.72438, -2.31830, -2.35112], [0.20700, -2.36551, -1.54000], [-1.49609, -1.22101, -2.37334], [-2.69983, -0.99019, -3.16731], [-0.13369, -3.95443, -3.59505], [-1.62491, -3.19955, -4.12173], [-1.64736, -4.19939, -2.68225], [-1.26716, -0.51424, -1.66159], [-3.22569, -0.13887, -2.74502], [-3.38651, -1.83817, -3.14407], [-2.45101, -0.78612, -4.20948], [-1.10406, 4.04263, -1.51218], [-2.44084, 4.01568, -0.79526], [-3.12859, 5.00759, -0.68484], [-2.74272, 2.83431, -0.19297], [-3.94002, 2.67173, 0.59995], [-0.42453, 4.59971, -0.86369], [-1.19300, 4.62247, -2.42848], [-0.71168, 3.04762, -1.72025], [-2.13391, 2.05084, -0.37594], [-4.75601, 3.24741, 0.17572], [-3.77702, 2.99902, 1.63148], [-4.16177, 1.60659, 0.65118], [4.74717, -0.90911, -2.00202], [3.28942, -0.54060, -1.98789], [2.55657, -0.87958, -1.05849], [2.81407, 0.14088, -3.04035], [1.40424, 0.50934, -3.15842], [4.80090, -1.99663, -1.99214], [5.24672, -0.51180, -1.12171], [5.25387, -0.53944, -2.89212], [3.44954, 0.57624, -3.68547], [1.32373, 1.33574, -3.85910], [0.97754, 0.81567, -2.20158], [0.82797, -0.34707, -3.50101]],
  "atomic_forces_ev_per_a": [[-0.54, 0.24, -0.14], [0.29, 0.22, 0.18], [-0.47, 0.80, -0.14], [-0.37, -0.09, 0.19], [0.05, 0.03, 0.00], [0.35, -0.16, 0.05], [0.32, 0.30, 0.30], [0.15, -0.24, 0.07], [0.11, -0.11, 0.04], [0.04, -0.22, 0.01], [-0.06, 0.00, -0.24], [-0.06, -0.14, -0.06], [-0.03, -0.03, -0.01], [-0.22, -0.08, -0.05], [-0.27, -0.21, 0.23], [0.29, -0.05, -0.18], [0.37, 0.16, -0.20], [-0.08, 0.17, -0.11], [0.06, 0.18, 0.33], [-0.01, 0.09, 0.00], [0.05, 0.04, -0.05], [-0.02, 0.07, -0.08], [-0.13, 0.00, -0.03], [-0.02, -0.03, -0.13], [-0.03, -0.10, 0.00], [0.05, -0.22, -0.12], [0.31, 0.08, 0.07], [-0.38, 0.06, -0.71], [0.28, -0.19, 0.51], [-0.17, -0.06, 0.55], [0.16, -0.18, 0.13], [-0.11, -0.07, 0.06], [-0.03, 0.03, -0.04], [-0.04, -0.11, -0.08], [0.01, -0.14, 0.03], [0.08, 0.10, -0.09], [-0.25, 0.13, -0.08], [0.03, 0.06, -0.28], [-0.20, 0.16, -0.54], [-0.63, 0.54, 0.35], [0.56, -0.44, 0.16], [-0.52, -0.20, -0.27], [0.29, -0.37, -0.04], [0.08, -0.08, 0.24], [0.00, 0.09, 0.11], [0.12, -0.06, 0.08], [0.23, 0.05, 0.07], [0.05, 0.13, -0.06], [0.07, -0.05, 0.06], [-0.10, 0.11, -0.01], [-0.15, 0.16, -0.03], [0.39, -0.21, 0.29], [-0.31, 0.22, -0.04], [0.15, 0.10, -0.44], [0.42, -0.24, 0.33], [0.10, -0.14, -0.02], [-0.08, -0.07, -0.04], [0.07, 0.01, 0.04], [0.07, -0.19, 0.19], [-0.11, -0.07, -0.04], [-0.08, 0.17, -0.06], [-0.28, 0.06, -0.15], [-0.08, 0.11, -0.27], [0.05, 0.06, -0.05], [0.13, -0.08, -0.05], [-0.31, 0.41, 0.14], [0.11, -0.08, 0.17], [0.11, 0.00, 0.09], [-0.05, -0.08, 0.10], [0.02, -0.03, 0.01], [0.17, -0.28, -0.02], [-0.06, -0.06, -0.10], [0.10, -0.05, 0.01], [-0.06, 0.07, -0.13]]
}

Entry 3:
{
  "formula": "C18H42CdClN3O14P",
  "method": "the ωB97M-V functional and the def2-TZVPD basis",
  "total_charge": 1,
  "multiplicity": 1,
  "gap_ev": 6.01,
  "e_homo_ev": -12.034,
  "species": ["Cd", "Cl", "O", "O", "O", "O", "O", "P", "N", "C", "C", "N", "C", "C", "N", "C", "C", "H", "H", "H", "H", "H", "H", "H", "H", "H", "H", "H", "H", "H", "H", "H", "H", "H", "H", "C", "C", "O", "C", "O", "O", "C", "H", "H", "H", "H", "H", "H", "H", "H", "C", "C", "O", "C", "O", "O", "C", "H", "H", "H", "H", "H", "H", "H", "H", "C", "C", "O", "C", "O", "O", "C", "H", "H", "H", "H", "H", "H", "H", "H"],
  "coordinates": [[-16.61701, -16.74238, -19.18316], [-18.65482, -14.57976, -17.26913], [-19.17378, -13.43945, -17.92669], [-18.17854, -14.29720, -15.94711], [-19.65223, -15.62226, -17.25508], [-17.49310, -15.05399, -18.05588], [-15.01981, -17.02951, -17.90654], [-13.74355, -17.26430, -17.16265], [-12.42733, -17.10791, -18.17439], [-12.07099, -18.13526, -19.15211], [-11.59095, -15.91941, -18.11936], [-13.66142, -18.82147, -16.51021], [-14.75410, -19.35285, -15.70103], [-12.38090, -19.40774, -16.14715], [-13.68057, -16.24507, -15.85730], [-12.44539, -16.02646, -15.11595], [-14.72149, -15.25146, -15.56744], [-12.54888, -17.95299, -20.12106], [-12.41354, -19.09600, -18.77077], [-11.00584, -18.14861, -19.37677], [-10.75338, -16.00271, -17.42270], [-12.19584, -15.08197, -17.75795], [-11.21307, -15.59535, -19.08799], [-14.69755, -20.43649, -15.77376], [-14.64484, -19.00694, -14.66523], [-15.75180, -19.00503, -15.97432], [-11.95560, -19.04894, -15.20688], [-12.41893, -20.49766, -16.14136], [-11.65213, -19.17745, -16.92799], [-12.61937, -15.69885, -14.09595], [-11.74232, -16.86327, -15.11013], [-11.81762, -15.28613, -15.62372], [-14.36343, -14.23488, -15.73233], [-15.07665, -15.35781, -14.54252], [-15.59149, -15.43077, -16.19804], [-15.93326, -8.17336, -12.92225], [-15.67778, -7.78302, -14.37318], [-16.29661, -8.64804, -15.31629], [-15.80514, -9.85954, -15.46406], [-14.82085, -10.29385, -14.92278], [-16.53640, -10.51078, -16.35431], [-15.99428, -11.73612, -16.79863], [-15.86695, -7.27802, -12.30773], [-15.16448, -8.86271, -12.56660], [-16.88985, -8.68740, -12.84413], [-14.61641, -7.66210, -14.58116], [-16.17864, -6.82133, -14.47361], [-16.61585, -12.24966, -17.52243], [-15.75769, -12.42109, -15.98455], [-15.02904, -11.50679, -17.26081], [-19.27230, -18.13169, -13.89957], [-18.75251, -17.86946, -15.29831], [-18.61833, -19.12223, -15.99430], [-18.22598, -19.03354, -17.24112], [-17.81176, -18.03085, -17.77896], [-18.36584, -20.14628, -17.91552], [-18.87245, -21.31488, -17.26125], [-20.24095, -18.63661, -13.98618], [-19.53875, -17.23714, -13.34127], [-18.62368, -18.79437, -13.32758], [-17.81449, -17.31142, -15.28898], [-19.48963, -17.23820, -15.79669], [-18.69254, -22.16937, -17.90972], [-19.93283, -21.24738, -17.04209], [-18.28879, -21.53943, -16.36949], [-22.56482, -17.15286, -15.55016], [-23.23619, -16.31765, -16.61729], [-24.22388, -17.14377, -17.25500], [-25.41329, -17.28732, -16.67817], [-25.70947, -16.89852, -15.58471], [-26.19836, -17.95609, -17.52207], [-27.55735, -18.09299, -17.14645], [-21.67939, -16.68954, -15.10691], [-22.14400, -18.03557, -16.04500], [-23.22775, -17.50329, -14.76339], [-22.53536, -15.97857, -17.37350], [-23.79482, -15.46342, -16.23146], [-27.65895, -18.47469, -16.12862], [-27.99766, -18.72997, -17.90454], [-28.08228, -17.13381, -17.11523]],
  "atomic_forces_ev_per_a": [[-1.00, 0.30, 1.70], [-2.17, 0.03, 0.86], [0.34, 0.34, -0.02], [0.10, -0.22, -0.57], [0.62, 0.15, -0.07], [1.58, -0.65, -1.11], [-0.66, -0.23, -0.28], [1.67, -0.90, 1.22], [-0.08, -0.10, 0.75], [-0.60, 0.02, -0.23], [-0.27, 0.93, 0.46], [-0.21, 0.55, -1.22], [-0.01, 0.61, 0.39], [0.84, 0.16, -0.72], [-0.15, 0.15, -0.53], [1.18, 0.12, -0.61], [-0.32, -0.17, -0.39], [-0.15, 0.02, 0.08], [0.20, -0.12, -0.31], [0.11, -0.04, 0.48], [0.12, -0.26, -0.20], [0.08, -0.01, -0.06], [-0.10, -0.40, -0.17], [-0.23, -0.04, 0.22], [0.13, -0.39, 0.10], [0.19, 0.01, -0.54], [-0.28, -0.09, 0.17], [-0.35, 0.01, 0.20], [0.03, 0.09, 0.25], [-0.26, -0.11, 0.03], [-0.60, -0.46, 0.15], [-0.35, 0.50, 0.32], [0.03, 0.04, 0.05], [0.24, 0.03, 0.12], [0.10, 0.13, -0.06], [0.84, -0.70, -0.21], [-0.19, 0.64, 0.99], [-0.65, 0.26, -0.27], [0.71, 0.02, 0.11], [0.21, -0.16, 0.17], [-1.04, -0.19, -0.40], [1.50, -0.40, -0.02], [-0.32, -0.04, 0.10], [-0.11, -0.04, -0.01], [-0.17, 0.32, 0.19], [0.01, -0.13, -0.13], [0.06, -0.07, -0.68], [-0.53, 0.49, 0.08], [-0.34, 0.13, 0.21], [-0.03, -0.14, -0.17], [-0.61, -0.97, -0.22], [-0.56, 1.44, 1.18], [0.21, 0.20, -0.26], [-0.99, -1.32, 0.36], [0.63, 1.10, -0.64], [0.29, -0.14, -0.48], [0.35, -1.00, 0.37], [0.13, -0.18, -0.07], [0.58, 0.28, -0.15], [0.10, 0.22, 0.13], [0.14, -0.28, -0.14], [0.26, -0.27, -0.33], [-0.11, 0.34, -0.41], [-0.01, 0.26, 0.05], [-0.21, 0.32, 0.19], [0.96, -0.40, -0.13], [-0.88, -0.05, 0.93], [0.25, -0.24, -1.14], [0.29, -0.04, -0.10], [-0.31, 0.24, 0.37], [0.39, 0.18, -0.20], [-0.55, 0.30, 0.59], [-0.30, 0.44, 0.06], [-0.21, -0.12, -0.04], [-0.17, 0.24, -0.04], [-0.08, -0.17, -0.18], [0.39, 0.11, 0.25], [0.12, -0.39, -0.21], [-0.09, -0.13, 0.16], [0.24, 0.07, -0.32]]
}